No. 1
89
Properties=species:S:1:pos:R:3 method="wB97M-V/def2-TZVPD" energy_ha=-1794.84648 smiles="C=CC1=C(B(O)N(C)C)C(=O)C=C(B(O)N(C)C)C1=O.COC[C@@H](C)N.COC[C@@H](C)N.COC[C@@H](C)N" lumo_energy_ev=-1.7 orbital_gap_ev=7.143 charge=0
C 4.540 -2.225 0.699
C 3.046 -2.324 0.451
C 2.343 -1.466 -0.756
C 1.307 -2.048 -1.701
B 0.749 -3.604 -1.566
O 1.453 -4.755 -2.171
N -0.589 -3.755 -0.803
C -0.664 -2.804 0.371
C -1.764 -3.372 -1.691
C 0.753 -1.021 -2.899
O 0.588 -1.425 -4.171
C 0.472 0.541 -2.379
C 1.473 1.120 -1.396
B 1.360 2.617 -0.723
O 2.591 3.477 -0.812
N 0.157 3.188 0.010
C -0.013 2.611 1.399
C -1.122 3.091 -0.793
C 2.763 0.136 -0.989
O 4.033 0.588 -0.887
H 4.904 -2.375 1.815
H 5.337 -2.072 -0.151
H 2.467 -3.069 1.144
H 1.510 -5.435 -1.433
H 0.325 -2.695 0.986
H -1.491 -3.211 1.127
H -1.000 -1.723 0.062
H -2.688 -3.145 -0.969
H -2.114 -4.239 -2.394
H -1.604 -2.395 -2.316
H -0.461 1.159 -2.728
H 2.950 3.432 0.144
H 0.218 1.465 1.492
H 0.603 3.280 2.158
H -1.155 2.780 1.699
H -0.982 3.357 -1.949
H -2.008 3.689 -0.312
H -1.433 1.939 -0.777
C 1.780 -0.624 -10.276
O 0.603 0.083 -9.918
C -0.098 -0.467 -8.798
C 0.461 -0.036 -7.423
C 1.741 -0.774 -7.030
N 0.708 1.411 -7.370
H 1.681 -1.702 -10.117
H 2.635 -0.232 -9.722
H 1.969 -0.448 -11.339
H -1.124 -0.085 -8.878
H -0.170 -1.559 -8.881
H -0.295 -0.284 -6.669
H 2.617 -0.415 -7.575
H 1.949 -0.630 -5.962
H 1.644 -1.850 -7.203
H -0.172 1.898 -7.543
H 1.279 1.653 -8.186
C -5.482 -2.721 5.651
O -5.630 -3.454 4.446
C -5.724 -2.644 3.270
C -4.362 -2.179 2.706
C -3.740 -1.026 3.493
N -3.400 -3.286 2.638
H -6.033 -1.776 5.632
H -4.425 -2.543 5.854
H -5.875 -3.333 6.469
H -6.202 -3.279 2.513
H -6.404 -1.797 3.434
H -4.537 -1.813 1.687
H -3.312 -1.351 4.445
H -2.925 -0.569 2.918
H -4.479 -0.245 3.696
H -3.783 -4.015 2.035
H -3.379 -3.729 3.562
C 0.489 2.704 5.297
O 1.238 3.709 4.632
C 1.655 4.789 5.473
C 2.940 4.505 6.283
C 2.707 3.603 7.495
N 3.989 3.914 5.442
H -0.150 3.116 6.084
H 1.160 1.946 5.706
H -0.149 2.212 4.556
H 1.863 5.626 4.795
H 0.832 5.117 6.122
H 3.306 5.465 6.665
H 2.569 2.555 7.219
H 3.572 3.642 8.169
H 1.831 3.928 8.065
H 4.205 4.564 4.685
H 3.574 3.112 4.956

---

No. 2
93
Properties=species:S:1:pos:R:3 method="wB97M-V/def2-TZVPD" energy_ha=-3163.88223 lumo_energy_ev=-4.7 orbital_gap_ev=4.631 charge=+1
C 3.518 -2.110 2.288
C 3.384 -0.448 2.326
C 2.121 0.060 3.288
C 1.272 1.252 2.478
C 1.018 2.496 3.515
C 1.217 3.992 2.878
I 1.147 5.477 4.542
C 2.658 4.246 2.132
C 2.303 4.358 0.501
I 3.803 5.952 2.884
N -0.407 2.317 4.079
C -1.491 2.476 3.036
B -2.954 2.124 3.741
O -4.179 2.831 3.225
O -3.106 1.185 4.882
C -1.125 1.538 1.741
N 0.020 0.579 1.963
C 0.272 -0.337 0.790
C 0.717 0.400 -0.602
C -0.516 0.871 -1.573
C -0.253 2.399 -2.181
N -1.592 3.129 -2.014
C -1.962 4.109 -0.906
C -3.494 4.692 -0.966
C -3.992 3.932 -2.336
C -2.783 2.969 -2.947
H 3.358 -2.534 3.368
H 4.575 -2.427 1.877
H 2.731 -2.531 1.500
H 4.413 -0.004 2.665
H 3.240 -0.132 1.189
H 2.613 0.441 4.279
H 1.403 -0.874 3.481
H 1.978 1.594 1.611
H 1.733 2.430 4.460
H 0.382 4.337 2.134
H 3.278 3.235 2.229
H 1.352 3.667 0.299
H 1.960 5.450 0.242
H 3.155 3.935 -0.181
H -0.621 2.987 4.857
H -0.490 1.348 4.509
H -1.605 3.591 2.627
H -4.803 2.175 2.792
H -4.051 0.848 4.884
H -2.108 0.916 1.484
H -0.852 2.244 0.847
H -0.761 -0.889 0.560
H 1.030 -1.224 1.042
H 1.335 -0.410 -1.224
H 1.432 1.318 -0.480
H -1.532 0.821 -0.995
H -0.611 0.173 -2.537
H 0.618 2.970 -1.648
H 0.025 2.351 -3.325
H -1.138 4.332 -0.101
H -4.062 5.426 -0.240
H -5.067 4.079 -2.777
H -2.799 2.297 -3.906
C -5.499 -0.257 -5.594
O -4.454 -0.728 -6.433
P -3.379 0.433 -7.133
O -3.336 1.237 -5.829
O -4.603 0.993 -8.088
C -5.144 0.092 -9.037
O -2.304 1.595 -7.832
C -1.889 1.305 -9.152
H -6.268 -1.034 -5.541
H -5.114 -0.091 -4.582
H -5.951 0.656 -5.981
H -6.121 -0.251 -8.686
H -4.487 -0.767 -9.192
H -5.272 0.614 -9.988
H -2.672 1.584 -9.860
H -1.657 0.243 -9.254
H -0.990 1.888 -9.375
C 4.386 -6.445 6.004
O 4.972 -6.789 4.756
P 4.178 -6.275 3.308
O 3.855 -4.909 3.924
O 2.941 -7.325 3.611
C 3.253 -8.706 3.614
O 3.383 -5.760 1.860
C 3.430 -6.685 0.792
H 4.781 -7.126 6.765
H 4.674 -5.425 6.278
H 3.300 -6.539 5.983
H 3.271 -9.065 4.647
H 4.220 -8.897 3.143
H 2.480 -9.245 3.064
H 2.681 -7.465 0.941
H 4.424 -7.132 0.719
H 3.207 -6.158 -0.141

---

No. 3
86
Properties=species:S:1:pos:R:3 method="wB97M-V/def2-TZVPD" energy_ha=-9248.25781 lumo_energy_ev=-4.3 orbital_gap_ev=6.833 charge=+1
C 3.141 -1.669 -1.608
C 2.825 -1.566 -3.067
Br 3.583 -2.870 -4.165
C 2.037 -0.615 -3.560
Br 1.630 -0.441 -5.400
N 1.487 0.384 -2.700
C 0.272 0.455 -2.286
C -0.836 -0.474 -2.578
C -1.872 0.048 -3.575
O -3.047 -0.180 -3.364
O -1.424 0.750 -4.642
C 0.070 1.622 -1.397
C 1.345 2.451 -1.592
Br 1.004 3.841 -2.919
C 2.326 1.437 -2.110
H 3.689 -2.576 -1.433
H 3.738 -0.830 -1.291
H 2.244 -1.737 -1.008
H -1.380 -0.642 -1.662
H -0.423 -1.418 -2.919
H -1.641 0.246 -5.431
H -0.174 1.353 -0.379
H -0.776 2.137 -1.843
H 1.670 2.984 -0.719
H 3.141 1.785 -2.716
H 2.756 0.971 -1.225
C 1.720 -2.658 2.000
C 3.140 -2.548 2.537
C 3.144 -2.188 4.012
O 3.878 -1.569 1.794
H 1.199 -1.700 2.104
H 1.729 -2.917 0.939
H 1.151 -3.417 2.534
H 3.660 -3.494 2.384
H 2.671 -1.217 4.174
H 4.165 -2.112 4.384
H 2.614 -2.935 4.604
H 3.441 -0.722 1.927
C 5.497 1.603 6.070
C 4.372 1.620 5.048
C 3.913 3.040 4.747
O 3.273 0.832 5.510
H 5.160 2.036 7.015
H 5.813 0.580 6.273
H 6.360 2.171 5.720
H 4.711 1.143 4.126
H 3.528 3.516 5.652
H 3.106 3.035 4.013
H 4.732 3.647 4.361
H 2.951 1.225 6.327
C 7.565 -1.843 -4.262
C 7.259 -0.816 -3.183
C 8.518 -0.390 -2.445
O 6.299 -1.340 -2.257
H 7.996 -2.745 -3.819
H 6.653 -2.138 -4.782
H 8.270 -1.450 -4.994
H 6.789 0.058 -3.636
H 8.976 -1.249 -1.948
H 8.282 0.345 -1.676
H 9.249 0.042 -3.128
H 6.690 -2.114 -1.839
C -6.301 -0.641 -2.083
C -7.113 0.213 -1.122
C -7.251 1.642 -1.623
O -6.513 0.203 0.174
H -5.288 -0.247 -2.185
H -6.216 -1.662 -1.708
H -6.760 -0.672 -3.072
H -8.105 -0.224 -0.996
H -6.266 2.111 -1.712
H -7.835 2.238 -0.921
H -7.737 1.676 -2.598
H -5.635 0.587 0.092
C -9.059 0.258 2.341
C -10.572 0.139 2.235
C -11.069 0.588 0.868
O -11.206 0.901 3.261
H -8.746 1.298 2.215
H -8.720 -0.067 3.325
H -8.557 -0.343 1.585
H -10.869 -0.896 2.407
H -10.818 1.639 0.698
H -12.153 0.497 0.806
H -10.623 -0.006 0.069
H -10.962 1.823 3.135

---

No. 4
106
Properties=species:S:1:pos:R:3 method="wB97M-V/def2-TZVPD" energy_ha=-8692.36032 spin_multiplicity=2 lumo_energy_ev="-2.6 / -7.0" orbital_gap_ev="9.560 / 5.163" charge=+1
Ag 19.868 -1.404 5.834
C 20.057 -1.705 1.551
C 20.105 -1.802 3.031
O 19.107 -2.075 3.714
O 21.222 -1.581 3.611
H 20.986 -1.710 0.979
H 19.559 -0.802 1.189
H 19.497 -2.555 1.155
C 20.807 -4.569 -2.769
C 20.799 -5.880 -2.015
O 22.136 -6.342 -1.729
P 22.459 -7.173 -0.394
O 21.521 -8.181 0.059
O 23.922 -7.707 -0.702
C 24.160 -8.704 -1.712
C 24.155 -10.098 -1.044
O 22.797 -6.046 0.685
C 23.616 -4.912 0.535
C 23.279 -3.857 1.566
H 21.304 -3.704 -2.320
H 21.361 -4.710 -3.697
H 19.757 -4.274 -2.804
H 20.118 -5.820 -1.159
H 20.393 -6.694 -2.619
H 23.391 -8.754 -2.478
H 25.177 -8.571 -2.070
H 23.104 -10.400 -1.020
H 24.509 -10.823 -1.782
H 24.630 -10.094 -0.071
H 24.621 -5.171 0.901
H 23.725 -4.551 -0.486
H 22.471 -3.208 1.198
H 23.036 -4.340 2.503
H 24.088 -3.131 1.650
C 18.812 -4.526 10.747
C 19.391 -3.882 9.477
O 20.058 -4.820 8.636
P 19.486 -4.930 7.142
O 19.624 -3.652 6.406
O 20.201 -6.220 6.581
C 19.965 -6.563 5.211
C 20.619 -5.568 4.217
O 17.946 -5.350 7.292
C 17.525 -6.490 8.055
C 16.145 -6.287 8.652
H 17.847 -4.165 11.096
H 18.676 -5.588 10.534
H 19.535 -4.425 11.554
H 18.610 -3.330 8.951
H 20.084 -3.139 9.873
H 20.300 -7.572 5.002
H 18.908 -6.468 4.944
H 20.826 -6.032 3.254
H 20.059 -4.652 4.044
H 21.601 -5.422 4.675
H 17.587 -7.310 7.332
H 18.277 -6.788 8.792
H 15.846 -7.197 9.179
H 16.058 -5.523 9.423
H 15.408 -6.164 7.861
C 20.089 4.233 8.763
C 21.217 3.637 7.900
O 20.756 2.327 7.482
P 20.360 2.150 5.916
O 19.784 0.853 5.557
O 19.376 3.419 5.755
C 18.394 3.505 4.703
C 19.080 3.618 3.325
O 21.683 2.563 5.095
C 22.819 1.681 4.911
C 23.634 1.653 6.205
H 20.533 4.907 9.500
H 19.506 4.857 8.088
H 19.580 3.441 9.298
H 21.572 4.289 7.103
H 22.099 3.557 8.540
H 17.843 2.565 4.791
H 17.810 4.399 4.904
H 18.286 3.393 2.604
H 19.410 4.628 3.101
H 19.822 2.828 3.245
H 22.518 0.680 4.592
H 23.422 2.090 4.102
H 24.449 0.931 6.161
H 24.040 2.632 6.467
H 23.030 1.409 7.076
C 24.640 -2.750 4.548
Cl 24.709 -4.489 4.563
Cl 25.893 -2.141 3.477
Cl 24.904 -2.137 6.215
H 23.630 -2.408 4.349
C 16.245 -0.896 2.097
Cl 16.232 -0.864 0.314
Cl 14.657 -1.383 2.753
Cl 16.716 0.694 2.728
H 16.945 -1.672 2.387
C 17.379 -5.216 2.023
Cl 17.439 -4.069 0.630
Cl 16.844 -6.736 1.452
Cl 16.278 -4.474 3.212
H 18.355 -5.254 2.493
C 22.931 0.942 0.924
Cl 21.975 0.403 -0.454
Cl 23.427 2.634 0.647
Cl 24.380 -0.081 0.993
H 22.322 0.957 1.820

---

No. 5
103
Properties=species:S:1:pos:R:3 method="wB97M-V/def2-TZVPD" energy_ha=-16675.94746 lumo_energy_ev=-9.4 orbital_gap_ev=1.400 charge=+1
C -3.287 0.449 -5.889
C -2.081 1.410 -5.559
C -2.377 2.459 -4.416
C -2.587 1.796 -2.967
N -1.263 1.411 -2.470
P -1.152 -0.004 -1.418
C -1.786 -1.213 -2.764
C -1.003 -2.585 -2.835
C -1.151 -3.096 -4.369
C -0.990 -4.681 -4.322
P -0.771 -1.725 -0.067
P -2.601 -2.843 0.426
O -3.558 -3.006 -0.735
O -3.292 -2.166 1.820
O -2.058 -4.373 0.931
C -2.237 0.749 -0.039
Cl -4.035 0.372 -0.232
C -1.955 2.278 0.296
C -2.165 2.518 1.875
C 0.771 0.246 -1.528
Br 1.850 -1.176 -0.664
C 1.269 0.416 -3.049
C 2.574 -0.455 -3.402
Br 1.830 2.298 -3.485
H -3.260 0.257 -7.002
H -3.194 -0.547 -5.370
H -4.263 1.032 -5.647
H -1.849 2.005 -6.496
H -1.140 0.803 -5.355
H -3.226 3.167 -4.671
H -1.438 3.123 -4.310
H -3.401 1.031 -2.945
H -2.963 2.666 -2.331
H -0.706 2.208 -2.153
H -1.558 -0.670 -3.737
H -2.907 -1.312 -2.730
H 0.108 -2.508 -2.665
H -1.482 -3.415 -2.228
H -2.166 -2.771 -4.731
H -0.355 -2.585 -4.983
H -1.769 -5.102 -3.625
H 0.021 -4.963 -3.912
H -1.121 -5.065 -5.377
H -0.343 -1.298 1.249
H -4.201 -1.874 1.614
H -1.721 -4.293 1.856
H -1.972 0.196 0.918
H -0.875 2.544 0.070
H -2.674 2.993 -0.196
H -3.266 2.747 2.035
H -1.548 3.381 2.238
H -1.950 1.602 2.488
H 0.977 1.218 -0.993
H 0.505 0.078 -3.811
H 3.473 -0.168 -2.794
H 2.361 -1.555 -3.446
H 2.824 -0.153 -4.471
Be -0.226 4.073 -3.000
C -1.225 0.728 5.758
Br -1.907 -0.475 4.388
Br -0.639 -0.234 7.336
Br 0.161 1.887 5.069
H -2.057 1.368 6.067
C -0.569 -1.681 11.660
C 0.418 -1.750 10.546
N 1.190 -1.802 9.680
H -0.337 -2.441 12.406
H -0.528 -0.697 12.128
H -1.574 -1.851 11.275
C 7.809 -0.111 1.597
C 8.202 0.918 0.544
C 7.398 2.215 0.635
C 5.892 2.066 0.404
C 5.500 1.447 -0.936
C 5.938 2.276 -2.136
H 6.770 -0.430 1.483
H 8.439 -0.999 1.510
H 7.937 0.295 2.604
H 8.109 0.478 -0.454
H 9.261 1.160 0.673
H 7.807 2.933 -0.083
H 7.552 2.660 1.624
H 5.430 3.057 0.487
H 5.457 1.465 1.210
H 4.404 1.345 -0.964
H 5.904 0.434 -1.023
H 5.509 3.281 -2.094
H 5.603 1.804 -3.064
H 7.034 2.369 -2.188
B -4.076 2.532 8.400
F -2.946 2.560 7.520
F -5.220 2.103 7.672
F -3.814 1.620 9.462
F -4.297 3.829 8.923
F 8.693 2.752 -3.268
Na -1.129 -2.654 6.057
F -5.236 2.088 -6.126
Be -0.203 -4.283 3.391
C -6.991 -3.857 -1.338
O -6.190 -4.623 -0.740
O -6.404 -2.720 -1.753
O -8.194 -4.015 -1.575
H -5.522 -2.972 -1.395